Computed, not measured: C29H26MoN6O7 as an isolated structure, with the ωB97M-V functional and the def2-TZVPD basis.

The geometry in XYZ format:
```
69
Properties=species:S:1:pos:R:3:lowdin_charge:R:1
Mo 0.24 -0.14 -0.26 1.816
O -1.80 2.80 -0.52 0.178
C -0.71 2.65 -0.06 -0.487
O -0.33 1.48 0.52 -0.285
C 0.40 3.69 -0.05 -0.052
C 0.98 3.91 1.38 -0.248
C 1.76 5.23 1.38 -0.078
C 3.01 4.84 0.56 -0.072
C 2.75 3.34 0.32 -0.242
O 2.00 2.92 1.46 -0.057
C 1.70 3.18 -0.79 -0.056
C 1.48 1.72 -1.12 -0.540
O 0.48 1.39 -1.84 -0.046
O 2.13 0.79 -0.57 -0.036
H 0.00 4.60 -0.49 0.169
H 0.26 3.80 2.18 0.164
H 1.20 6.05 0.95 0.126
H 2.03 5.50 2.41 0.125
H 3.09 5.39 -0.38 0.125
H 3.93 4.97 1.12 0.125
H 3.64 2.73 0.19 0.165
H 1.89 3.73 -1.71 0.177
C -0.62 -1.24 -4.42 -0.032
C -0.64 -0.64 -3.18 -0.047
N 0.08 -1.14 -2.16 -0.037
C 0.75 -2.29 -2.38 -0.145
C 0.74 -2.87 -3.65 -0.011
N 0.08 -2.35 -4.66 0.146
C 1.41 -2.80 -1.19 -0.153
C 2.14 -3.97 -1.14 0.091
C 2.72 -4.39 0.06 -0.087
C 2.47 -3.60 1.18 0.092
C 1.72 -2.45 1.07 -0.152
N 1.20 -2.02 -0.10 0.010
C 1.41 -1.56 2.19 -0.157
C 1.71 -1.83 3.52 -0.016
N 1.48 -0.96 4.48 0.147
C 0.94 0.20 4.13 -0.032
C 0.58 0.47 2.81 -0.053
N 0.79 -0.42 1.84 0.026
C 3.55 -5.60 0.15 -0.173
C 3.62 -6.33 1.34 0.002
C 4.49 -7.41 1.40 -0.099
N 5.23 -7.78 0.37 0.092
C 5.16 -7.12 -0.77 -0.099
C 4.33 -6.02 -0.93 0.005
H -1.19 -0.84 -5.25 0.138
H -1.21 0.26 -3.00 0.135
H 1.28 -3.79 -3.83 0.134
H 2.26 -4.56 -2.04 0.128
H 2.91 -3.86 2.13 0.126
H 2.15 -2.78 3.82 0.132
H 0.79 0.94 4.90 0.136
H 0.13 1.41 2.55 0.102
H 3.00 -6.08 2.19 0.115
H 4.58 -8.00 2.31 0.122
H 5.79 -7.47 -1.57 0.122
H 4.32 -5.48 -1.87 0.115
C -3.57 -0.35 3.88 -0.060
C -2.82 -0.07 2.59 -0.278
O -1.93 -1.16 2.24 -0.140
H -4.13 0.53 4.17 0.092
H -2.89 -0.62 4.69 0.084
H -4.28 -1.17 3.73 0.087
H -2.19 0.81 2.70 0.101
H -3.52 0.11 1.78 0.120
H -2.44 -1.96 2.34 0.105
O -2.50 -1.60 -0.49 0.235
C -1.56 -1.06 -0.20 -0.136
```

## Properties
**Electronic energy**: -55610.4676 eV
**Highest occupied orbital energy (spin up / spin down)**: -0.5294 / -0.5292 hartree
**Net charge**: +2
**Multiplicity**: 3
**Lowest unoccupied orbital energy (spin up / spin down)**: -7.420 / -8.600 eV
**Energy relative to the best compared isomer or geometry (same formula, charge and spin)**: 0.612 eV
**F_max**: 2.92 eV/Å
**HOMO-LUMO gap (spin up / spin down)**: 7.0 / 5.8 eV